1.
80
Properties=species:S:1:pos:R:3:forces:R:3:mulliken_charge:R:1 method="wB97M-V/def2-TZVPD" spin_multiplicity=1 charge=0 homo_lumo_gap_ev=9.514
C 4.03339 -3.68562 -1.58517 -0.4 0.0 1.1 -0.277
H -1.89848 3.51468 -2.57959 0.5 -0.2 0.6 0.268
H -5.76894 3.99058 -3.70550 -0.5 0.5 0.5 0.271
Cl 2.51721 -5.41526 1.74275 -0.8 0.4 -0.1 -0.162
C -2.46046 4.30783 -0.12534 -0.7 1.0 -0.6 -0.916
H 3.36899 -1.64057 -1.77265 -0.1 0.2 -0.2 0.248
H 4.25202 -3.27943 -3.73010 -1.8 1.3 -1.6 0.393
O -6.62583 5.16865 -2.11758 1.0 -0.8 -0.6 -0.250
H 4.97379 -4.72874 -3.28643 0.1 0.6 0.5 0.371
H 5.68731 -3.12110 -2.84594 0.0 -0.3 0.0 0.360
C 2.32503 -1.40033 2.42259 1.1 -2.7 1.9 0.020
Cl 0.08811 -6.17361 0.34956 0.2 0.8 0.2 -0.127
Cl 0.60597 -3.45978 -3.05502 0.1 -0.2 0.1 -0.159
C -1.43747 -0.23135 3.15232 -0.1 0.3 -1.1 1.170
C -1.04479 3.82265 -1.94091 0.3 1.1 -0.4 -0.619
Cl -3.30159 -0.94892 0.34990 -0.1 -0.6 0.0 -0.065
H -8.66843 4.90167 -1.77975 0.4 0.0 -0.3 0.343
H 1.39225 -1.01089 2.09840 -0.7 0.2 -0.1 0.123
Cl 0.78531 -0.59209 -3.32913 0.8 0.2 0.2 -0.185
N 3.34314 -1.24277 1.32428 0.5 -1.0 0.1 0.846
Cl -3.67874 -3.10372 2.31220 0.4 0.0 -1.0 -0.157
H 2.02717 -2.23271 0.09354 0.1 0.2 0.1 -0.038
H 2.72669 2.46153 -0.58044 -0.1 0.4 0.4 0.466
H 4.88995 -2.50395 2.11924 -0.3 -1.4 -0.1 0.537
C 3.29681 0.13514 0.79523 1.3 0.9 0.0 -1.498
H 2.88211 -1.41950 4.59701 -0.5 -0.4 0.4 0.528
H -7.33738 3.42332 -3.03738 0.2 0.1 0.1 0.414
H 4.93412 0.27876 3.33139 -0.5 -1.0 -0.3 0.307
C 0.81216 -4.91684 1.37024 -0.5 -1.2 1.6 1.479
H 2.20860 2.43907 1.16707 0.0 -0.1 -0.5 0.409
Cl -0.41055 -0.92207 4.40508 0.2 0.2 -0.3 -0.148
C -3.73676 3.51648 -0.34804 -0.5 0.7 -0.5 -0.069
Cl -1.67524 -1.69786 -2.69018 -0.3 -0.3 0.1 -0.149
C 3.11415 -2.26673 0.28150 -3.0 -0.8 -1.4 -0.351
Cl -3.01358 0.12954 3.83227 -0.1 -0.2 -0.1 -0.113
H -1.78172 -2.63652 0.88800 -1.2 -0.6 -0.7 -0.713
H 5.43449 -1.00326 1.43074 0.2 -0.2 -0.5 0.428
H 0.66998 -3.90411 1.04495 0.5 0.6 -1.3 -1.093
H -2.51800 5.40321 -0.45353 -0.2 -1.4 0.0 0.270
C 2.06206 0.54509 0.06896 -2.0 -0.4 -0.1 1.561
H 1.01987 2.48300 -0.12982 -0.3 -0.1 -0.1 -0.021
C -5.53486 3.02950 -1.78519 -0.3 1.1 -1.2 -0.646
C 1.98989 2.08723 0.14146 0.3 -0.5 -0.3 -1.205
H 2.21338 -2.55818 2.55976 0.0 2.1 -0.3 -0.014
C 2.99598 -0.80801 3.73100 0.6 1.2 -2.5 -0.777
H 4.79210 -1.78504 -0.70187 0.0 -0.5 -1.3 0.245
H -1.47668 -0.87066 2.25428 -0.2 -0.3 1.0 -0.838
H -0.81980 4.90492 -2.23284 -0.2 -1.1 0.5 0.274
C 3.84081 -2.28701 -1.04475 2.0 2.0 1.6 -0.394
H 3.02551 -4.09073 -1.53418 -0.3 -0.3 -1.0 0.278
H -3.61133 2.44931 -0.03793 0.0 0.7 -0.2 0.183
H -4.46846 4.03104 0.33934 0.3 -0.7 -0.7 0.365
H -2.42314 4.34170 0.93058 0.4 0.1 1.4 0.413
H 3.22141 -3.23505 0.70494 0.5 -0.6 0.9 0.110
Cl -3.40093 -3.71133 -0.56300 -0.3 -0.9 -0.6 -0.077
C -2.89960 -2.70101 0.68488 1.2 2.0 2.3 0.905
H 4.23260 0.26204 0.20494 -0.6 0.1 0.3 0.353
H 1.98880 0.15428 -0.98537 0.2 0.5 1.1 -0.332
H -5.57816 1.95331 -1.98307 0.5 0.0 -0.7 0.451
H -0.13922 3.23079 -2.12446 -0.4 0.1 -0.2 0.186
O -4.20696 3.59514 -1.71703 -0.7 -0.8 1.1 -0.316
H -8.02794 6.51000 -1.51305 0.3 -0.5 -0.5 0.228
H -5.97539 3.07282 -0.81583 -0.6 0.5 0.9 0.391
H -8.24408 5.93684 -3.16033 -0.1 0.0 -0.7 0.326
H 2.62582 0.22319 3.91808 0.1 -0.8 0.1 0.272
H 3.33886 0.80946 1.66577 0.4 -0.4 -0.2 0.457
O -1.28649 3.71031 -0.54250 0.6 -0.3 -0.9 -0.192
C 4.53340 -0.77178 3.33389 -0.8 1.0 0.9 -0.745
C 0.06286 -1.91722 -2.40880 -0.8 0.3 0.9 1.501
F 0.10771 -2.09367 0.46309 -0.1 -0.2 0.2 -0.570
C -7.92470 5.62223 -2.18064 -1.4 0.8 1.3 -0.823
Cl -0.12274 -4.72339 2.93201 0.4 -0.5 -0.5 -0.131
H 0.19312 -1.89667 -1.26056 0.1 0.2 -1.3 -1.097
Cl -0.82029 1.26376 2.36448 0.4 0.0 0.5 -0.124
C 4.75613 -3.69233 -2.93759 1.4 -2.1 1.9 -1.492
C -6.39080 3.92035 -2.78441 1.2 -1.1 1.1 -0.579
H 1.18497 0.10181 0.63017 0.7 0.5 -0.9 -0.407
H 5.05476 -1.26368 4.13643 0.5 -0.4 0.0 0.396
C 4.64931 -1.48765 1.99100 0.5 2.4 0.9 -0.668
H 4.45134 -4.30011 -0.75743 0.7 0.3 -0.8 0.386

=====

2.
72
Properties=species:S:1:pos:R:3:forces:R:3:mulliken_charge:R:1 method="wB97M-V/def2-TZVPD" spin_multiplicity=2 s2=0.7568 charge=+2 homo_lumo_gap_ev="6.091 / 6.159" de_lowest_ev=0.9978
C -3.21764 2.45235 -0.61837 0.1 -0.1 0.0 -0.072
H 2.18146 -5.64981 -1.16168 0.0 0.0 0.0 0.375
C 1.74395 0.17425 2.85281 0.0 0.2 -0.3 0.599
H 6.34654 -3.14979 -0.65476 0.0 0.0 0.0 0.452
H -0.15968 1.23375 -4.94284 0.0 0.0 0.0 0.487
H 2.42437 2.94165 2.87715 0.0 0.0 0.0 0.516
H -3.90134 0.04478 -1.35161 0.0 0.0 0.0 0.331
H -5.19460 0.57502 -2.44769 0.0 0.0 0.0 0.386
C -4.78806 4.12226 0.31666 0.1 -0.1 0.1 -1.224
H 1.58052 -2.71344 5.33250 0.0 0.0 0.0 0.453
C 5.14224 -1.37573 -0.53280 0.1 0.0 0.0 -1.056
H -4.89949 5.09847 -0.15526 0.0 0.0 0.0 0.344
C -1.51433 -3.20539 0.52092 0.2 -0.1 0.0 0.565
C 1.87136 -5.37231 -0.15050 0.0 -0.1 0.0 -1.941
C 0.77466 0.83047 -1.73611 0.3 0.1 0.3 0.374
Ti 0.80847 -1.19396 0.38644 -1.5 -0.2 0.3 -0.752
H 0.79522 2.51812 -3.04982 0.0 0.0 0.0 0.470
N -2.71995 -3.77576 0.43473 0.0 0.1 0.1 -0.384
N 1.30790 0.77321 0.59663 0.3 0.6 -0.2 1.557
H -4.44579 4.10827 -2.17323 0.0 0.0 0.0 0.382
C -4.82965 3.11305 -2.37441 0.1 -0.1 0.0 -1.199
H -1.45076 3.99213 0.56728 0.0 0.0 0.0 0.271
C 4.26913 -3.58840 -0.33610 0.2 -0.1 0.0 -0.989
H -2.45758 3.59342 1.96338 0.0 0.0 0.0 0.315
H -3.49317 0.66016 -2.95889 0.0 0.0 0.0 0.309
C 1.34345 -2.05482 3.31201 0.1 0.0 0.0 -0.081
C 3.00969 -3.04693 -0.14935 -0.3 -0.2 0.0 0.898
H 1.03690 -3.01974 2.93161 0.0 0.0 0.0 0.449
C 2.07130 0.42149 4.16796 0.1 0.1 0.2 -0.979
C -0.00544 -1.17270 -2.59634 0.1 -0.1 0.1 -0.222
C 1.79900 -3.89154 -0.01741 0.0 0.0 -0.2 0.683
N 1.40164 -1.05811 2.42607 0.4 0.2 0.5 0.642
C 1.63538 2.86717 -0.42618 0.0 0.2 0.0 -0.533
C -2.43967 4.10871 0.99998 0.0 0.0 -0.1 -1.014
S -1.83669 1.48667 -0.36249 -0.4 0.3 0.1 -0.096
H -2.65106 5.16612 1.15335 0.0 0.0 0.0 0.411
H 0.89624 -5.80732 0.03567 0.0 0.0 0.0 0.394
C 2.02862 -0.62319 5.08268 0.0 0.1 0.0 -0.584
C 1.64546 -1.87820 4.64977 0.0 -0.1 0.0 -1.003
H -0.73562 -1.17166 -4.60476 0.0 0.0 0.0 0.489
H 5.95493 -0.68376 -0.70184 0.0 0.0 0.0 0.468
H 2.59561 -5.79310 0.54943 0.0 0.0 0.0 0.406
S -1.45102 -1.55198 1.12877 0.1 -0.5 -0.3 -0.459
C 2.09039 2.54659 1.92863 0.1 0.2 0.0 -0.489
H -3.52382 -3.31805 0.82557 0.0 0.0 0.0 0.221
C -4.17648 0.76956 -2.11117 0.1 0.1 0.0 -1.027
C 2.04401 3.36451 0.80349 0.0 0.0 0.0 -1.369
H 2.28093 -0.45204 6.12049 0.0 0.0 0.0 0.476
H -5.54896 3.44630 -0.05592 0.0 0.0 0.0 0.399
C 1.72240 1.22575 1.78924 -0.1 -0.3 0.0 -0.059
H -5.90693 3.09713 -2.20770 0.0 0.0 0.0 0.342
C -0.28669 -0.58742 -3.81420 0.0 0.0 -0.1 -1.077
N 0.68931 -3.24096 0.14692 0.1 -0.8 0.0 1.846
N 0.53063 -0.48668 -1.58366 0.0 0.5 -0.3 1.158
H 2.34863 1.41686 4.48655 0.0 0.0 0.0 0.442
H -0.20520 -2.22201 -2.41711 0.0 0.0 0.0 0.491
C 0.03307 0.74753 -3.99568 0.0 0.0 0.0 -0.673
C 1.25443 1.54262 -0.50140 0.0 -0.3 -0.1 0.149
H -4.64523 2.88532 -3.42554 0.0 0.0 0.0 0.411
N 2.81347 -1.70903 -0.12206 0.4 -0.3 0.0 0.551
H 2.33954 4.40215 0.88578 0.0 0.0 0.0 0.492
H -2.79270 -4.73661 0.14163 0.0 0.0 0.0 0.251
N -0.48691 -3.94493 0.14421 0.1 0.3 0.1 -1.677
H 3.66493 0.16096 -0.33001 0.0 0.0 0.1 0.446
C 5.35232 -2.74492 -0.51871 0.0 0.0 0.0 -0.552
C 0.57657 1.46548 -2.94114 0.0 0.2 -0.2 -0.961
H 4.39684 -4.66146 -0.34054 0.0 0.0 0.0 0.469
C 3.86329 -0.90261 -0.32543 -0.1 0.0 0.0 -0.046
N -3.44772 3.56854 0.10006 -0.1 0.1 0.0 0.133
H 1.61790 3.50777 -1.29545 0.0 0.0 0.0 0.586
H -4.93815 4.24074 1.38984 0.0 0.0 0.0 0.436
N -4.13237 2.11501 -1.56009 -0.1 0.0 0.0 0.188

=====

3.
73
Properties=species:S:1:pos:R:3:forces:R:3:mulliken_charge:R:1 method="wB97M-V/def2-TZVPD" spin_multiplicity=1 charge=0 homo_lumo_gap_ev=10.029
O -2.92584 -7.30679 -1.04394 -1.0 0.7 -0.2 -0.618
O -5.36189 -7.89022 -1.08973 0.6 1.0 0.8 -0.298
C 0.61816 0.80174 1.16854 -0.3 -0.4 1.5 -0.745
Br 0.65333 4.09346 1.37350 0.8 -0.5 0.8 -0.287
H -6.56461 -9.00886 -2.28933 0.1 0.3 0.3 0.269
C -4.00373 -1.92574 -3.41588 -0.7 -0.1 0.3 -0.678
C -3.25050 0.16546 -4.84423 0.6 -0.5 0.6 -0.461
H -3.98740 -1.17582 -1.17761 0.8 -2.1 -1.4 0.301
H -4.80584 -9.75654 -3.84690 -0.1 0.1 0.2 0.384
C 1.41185 0.93480 2.63363 -0.4 0.0 -0.6 -0.567
H -4.93665 -2.62693 -3.61832 2.0 1.5 0.3 0.305
H -4.47608 0.26096 -2.79869 0.1 -1.0 -2.2 0.236
H 1.63601 5.91575 3.46993 -0.3 -0.1 -0.2 -0.146
H 0.86253 -1.82680 -1.17473 -1.6 1.7 0.4 0.332
Si 2.47403 5.13925 4.37402 0.0 -1.0 0.9 0.512
H 1.28910 1.35546 0.38380 -1.5 -1.3 1.2 0.352
H -5.54487 -5.86619 0.83008 0.1 -0.1 -0.1 0.314
H 2.37802 0.25473 2.64141 -2.0 1.2 0.1 0.311
H -0.41767 1.35353 1.33450 2.4 -0.9 -0.7 0.198
H -1.79984 -3.07151 -0.62353 -0.5 1.7 -1.9 0.198
C 0.24705 -0.75366 0.77546 0.2 0.2 0.4 -0.472
C -4.54158 -6.28420 0.73770 -0.2 -0.1 0.0 -0.970
C -4.53039 -9.28998 -2.89619 0.3 0.0 -0.1 -0.973
H -3.49361 -0.18929 -5.93735 0.2 0.7 2.0 0.232
O 8.20366 5.58542 3.25841 -0.7 -0.4 1.2 -0.269
H 9.64900 8.19910 1.68552 0.0 -0.2 0.0 0.379
H -3.61695 -8.71300 -3.06114 -0.1 -0.1 0.0 0.296
H -4.16995 -3.09674 -1.42270 0.8 2.1 -0.8 0.029
H 7.44662 6.97713 1.91473 0.0 -0.1 0.2 0.306
C 8.39651 6.50860 2.19600 0.3 0.9 -0.8 -0.302
H -1.56010 -2.97825 -2.49854 -0.9 1.3 1.8 0.270
H 0.75226 0.06688 -1.30050 -1.1 -2.1 0.9 0.320
H 1.00933 -1.52543 1.25308 -1.4 1.7 -1.0 0.345
O -4.63610 -5.59555 -1.79234 0.5 -0.9 0.3 -0.587
H 2.17054 5.62170 5.73766 0.0 -0.3 0.0 -0.171
H 8.74220 5.93449 1.32837 -0.2 -0.2 0.4 0.271
H -2.05431 -0.15257 -0.92632 1.7 -1.5 -0.7 0.308
O 2.19089 3.40254 4.33352 0.1 1.5 -3.1 -0.284
C 7.20926 4.50167 5.36277 0.1 -0.1 -0.2 -0.945
H -3.98220 3.51801 -4.90764 -0.4 -2.5 0.6 0.236
H -2.22310 -0.36513 -4.54779 -2.2 1.4 -0.6 0.273
H -5.87145 -7.59429 -3.08178 0.1 0.0 0.2 0.290
C -4.40147 -0.34630 -3.79591 0.4 -1.7 -0.9 -0.372
H -4.34008 2.45830 -3.38495 -0.1 -0.2 -2.6 0.199
S -4.24227 -6.71002 -0.95917 -0.1 -0.5 0.2 1.210
H -3.12227 -2.30745 -4.11908 -1.8 0.8 1.6 0.320
H -3.79692 -5.54105 1.02822 0.0 -0.1 -0.2 0.354
H 3.37892 2.74702 2.00858 -0.1 0.4 0.1 -0.103
H -1.22919 -0.49298 -2.58809 -0.3 -0.8 2.4 -0.126
H 0.69847 0.67578 3.52611 1.4 0.4 -1.7 0.304
Si 2.06254 2.78702 2.69279 -0.9 -1.1 1.6 0.564
C 9.44193 7.55266 2.54380 0.1 0.2 0.2 -0.993
S 7.40141 6.08702 4.58816 0.4 -0.2 -0.2 1.139
H -5.16611 2.03407 -5.11830 1.9 0.5 1.1 0.248
H 3.87318 5.50530 4.07952 0.0 -0.4 -0.1 -0.085
C -4.20201 2.40126 -4.56628 0.3 1.3 0.7 -0.525
H -4.43102 -7.17913 1.35256 0.0 0.1 -0.2 0.369
C -1.31392 -0.89306 -1.46754 0.5 -0.6 -1.2 -0.269
H -0.79516 -0.98436 1.30530 2.1 0.4 -1.4 0.293
H 8.19333 4.04642 5.48738 -0.1 0.1 -0.1 0.336
C -5.65252 -8.40747 -2.38052 -0.1 -0.5 -1.1 -0.301
H 9.10712 8.18932 3.36663 0.0 -0.1 -0.1 0.307
C 0.21109 -0.89746 -0.85724 -0.1 0.8 0.2 -0.664
C -3.63489 -2.12075 -1.81557 0.7 -1.0 0.0 -0.226
H 10.37327 7.07388 2.86361 -0.1 0.0 -0.1 0.260
O -2.98914 1.61257 -4.83084 -2.0 -0.7 0.1 -0.372
O 8.30080 6.87599 5.40359 -1.0 -0.4 -0.7 -0.596
H 6.75029 4.66457 6.33951 0.0 0.2 -0.2 0.371
H 6.56350 3.87709 4.74411 0.1 0.1 0.0 0.301
O 6.09675 6.57079 4.19430 1.1 0.1 0.3 -0.563
H -5.42275 -0.41591 -4.39039 2.0 0.5 1.5 0.330
H -4.29130 -10.07342 -2.16957 -0.1 0.1 -0.1 0.256
C -2.00727 -2.38693 -1.57822 -0.4 0.7 0.1 -0.461

=====

Number 1: calculated total energy -183073.8912 eV. Number 2: calculated total energy -87743.4045 eV. Number 3: calculated total energy -142170.7470 eV.